Entry 1:
C32H80BCl3F4N5O2 | the ωB97M-V functional and the def2-TZVPD basis

The calculation puts the LUMO energy at -1.40 eV. The frontier orbital gap comes out at 0.2531 Eh.

Structure (ORCA input):
```
! RIJCOSX wB97M-V def2-TZVPD def2/J DEFGRID3
* xyz 1 1
N 3.849 -10.196 1.439
H 2.842 -10.226 1.507
H 4.110 -9.220 1.434
H 4.068 -10.595 0.537
H 4.260 -10.682 2.223
C -1.914 -6.066 -3.017
C -0.480 -6.521 -2.609
N -0.364 -6.636 -1.041
C -1.113 -7.865 -0.567
C 1.191 -6.865 -0.688
C 1.894 -7.981 -1.404
C -1.016 -5.417 -0.306
C -0.767 -5.336 1.195
O -1.502 -6.207 2.042
C -2.863 -5.860 2.320
H -2.164 -5.012 -2.896
H -2.721 -6.515 -2.438
H -1.971 -6.274 -4.086
H 0.386 -5.959 -2.959
H -0.333 -7.527 -3.002
H -0.855 -8.697 -1.223
H -2.168 -7.651 -0.735
H -0.775 -8.106 0.442
H 1.215 -7.087 0.379
H 1.727 -5.921 -0.787
H 2.873 -8.117 -0.944
H 1.952 -7.889 -2.489
H 1.510 -9.002 -1.398
H -2.091 -5.375 -0.477
H -0.607 -4.522 -0.775
H -0.997 -4.325 1.532
H 0.312 -5.332 1.353
H -3.275 -5.809 1.313
H -2.959 -4.896 2.820
H -3.423 -6.625 2.859
C 8.364 -11.954 2.416
C 9.272 -10.942 3.206
N 8.933 -9.440 2.863
C 8.773 -9.291 1.277
C 7.511 -9.007 3.394
C 7.420 -9.225 4.855
C 10.158 -8.567 3.344
C 9.857 -7.151 3.432
O 9.444 -6.659 2.252
C 9.862 -5.270 2.167
H 7.297 -11.937 2.641
H 8.656 -12.972 2.674
H 8.503 -11.955 1.335
H 10.335 -11.086 3.010
H 9.071 -11.003 4.276
H 9.717 -9.583 0.818
H 8.475 -8.261 1.079
H 7.941 -9.837 0.832
H 6.725 -9.556 2.877
H 7.388 -7.994 3.011
H 6.444 -8.813 5.112
H 8.227 -8.625 5.275
H 7.389 -10.281 5.124
H 11.045 -8.675 2.720
H 10.479 -8.888 4.334
H 10.839 -6.756 3.694
H 9.187 -6.770 4.202
H 10.949 -5.192 2.159
H 9.543 -4.721 3.054
H 9.467 -4.709 1.320
C 5.338 -13.752 0.989
C 5.247 -15.302 0.752
C 4.250 -15.650 -0.451
N 3.939 -17.140 -0.542
C 3.207 -17.687 0.672
C 3.076 -17.354 -1.793
C 3.183 -18.793 -2.180
C 4.572 -19.249 -1.622
C 5.120 -18.005 -0.884
H 5.461 -13.207 0.053
H 6.302 -13.672 1.491
H 4.656 -13.132 1.573
H 5.143 -15.915 1.647
H 6.254 -15.532 0.404
H 4.646 -15.267 -1.392
H 3.255 -15.245 -0.266
H 2.343 -17.027 0.743
H 4.026 -17.746 1.389
H 2.864 -18.702 0.469
H 2.068 -16.985 -1.603
H 3.360 -16.777 -2.674
H 2.326 -19.246 -1.682
H 3.120 -18.960 -3.256
H 4.489 -20.027 -0.863
H 5.240 -19.566 -2.423
H 5.730 -18.267 -0.020
H 5.625 -17.388 -1.627
C 3.336 -9.525 9.024
C 2.929 -8.600 7.894
C 2.495 -9.237 6.577
N 2.290 -8.136 5.538
C 3.651 -7.519 5.128
C 1.356 -6.976 5.963
C 0.790 -6.393 4.653
C 0.681 -7.536 3.705
C 1.593 -8.662 4.305
H 4.355 -9.900 8.923
H 2.659 -10.373 9.125
H 3.215 -9.062 10.004
H 3.736 -7.900 7.681
H 2.243 -7.893 8.362
H 1.591 -9.812 6.778
H 3.218 -9.925 6.139
H 4.424 -8.273 4.977
H 3.883 -6.934 6.018
H 3.618 -6.903 4.230
H 1.921 -6.214 6.501
H 0.620 -7.492 6.579
H 1.481 -5.632 4.290
H -0.162 -5.898 4.840
H 0.982 -7.194 2.714
H -0.369 -7.826 3.667
H 2.378 -9.090 3.682
H 0.903 -9.449 4.608
Cl 3.995 -11.400 -1.799
Cl 0.608 -10.493 1.421
Cl 4.667 -11.494 4.207
B 4.925 -7.156 1.460
F 5.030 -5.946 0.832
F 5.387 -7.003 2.701
F 3.606 -7.576 1.594
F 5.607 -8.192 0.807
*
```


Entry 2:
CBrF6N3 | the ωB97M-V functional and the def2-TZVPD basis

As for the SMILES: FN(F)C(Br)(N(F)F)N(F)F. The calculation puts the LUMO energy at -2.71 eV. The frontier orbital gap comes out at 0.3151 Eh.

Structure (ORCA input):
```
! RIJCOSX wB97M-V def2-TZVPD def2/J DEFGRID3
* xyz 0 1
C -0.027 -0.162 0.284
N 1.229 -0.474 -0.395
N -1.150 -0.388 -0.727
N -0.242 0.856 1.186
F 2.089 -0.779 0.630
F 1.718 0.598 -1.069
F -1.513 -1.772 -0.742
F -0.622 -0.206 -1.958
F -1.497 0.921 1.813
F -0.182 2.159 0.647
Br -0.329 -1.913 1.739
*
```


Entry 3:
C2H3NOS2 | the ωB97M-V functional and the def2-TZVPD basis

As for the SMILES: ON(C=S)C=S. The calculation puts the LUMO energy at -1.01 eV. The frontier orbital gap comes out at 0.2758 Eh.

Structure (ORCA input):
```
! RIJCOSX wB97M-V def2-TZVPD def2/J DEFGRID3
* xyz 0 1
C -1.149 -0.481 -0.163
C 1.374 -0.184 -0.014
H -0.560 1.711 0.901
H -1.959 0.215 -0.620
H 1.810 0.804 0.147
N 0.025 0.145 -0.247
O -0.221 1.508 0.008
S -1.413 -2.097 0.034
S 2.093 -1.622 -0.046
*
```